112
Properties=species:S:1:pos:R:3 method="wB97M-V/def2-TZVPD" molar_mass_g_mol=999.16 e_above_lowest_kj_mol=7.4 total_charge=+1
Pb -0.581 -0.327 0.472
C -1.111 2.320 -4.808
C 0.163 1.499 -4.582
C 1.274 1.901 -5.559
P 0.728 1.528 -2.851
C 1.609 3.044 -2.367
C 3.052 3.007 -2.882
C 0.914 4.345 -2.776
C 1.623 0.077 -2.493
C 1.975 -0.818 -3.536
C 2.934 -1.777 -3.354
C 3.309 -2.749 -4.437
C 3.576 -1.828 -2.096
C 3.243 -0.995 -1.067
C 2.212 -0.032 -1.208
N 1.718 0.719 -0.184
C 2.627 1.161 0.791
C 3.889 1.653 0.413
C 4.766 2.204 1.322
C 4.433 2.327 2.671
C 5.364 2.981 3.653
C 3.198 1.840 3.056
C 2.304 1.242 2.158
P 0.711 0.636 2.747
C 0.980 -0.572 4.120
C 1.463 -1.891 3.508
C 1.927 -0.182 5.257
C -0.215 2.128 3.341
C -0.009 2.535 4.797
C 0.078 3.293 2.396
H -1.344 2.307 -5.873
H -0.980 3.362 -4.515
H -1.963 1.911 -4.272
H -0.076 0.445 -4.751
H 1.462 2.974 -5.529
H 0.952 1.653 -6.571
H 2.212 1.378 -5.371
H 1.616 2.961 -1.276
H 3.098 3.182 -3.957
H 3.547 2.061 -2.670
H 3.610 3.805 -2.391
H 0.878 4.465 -3.859
H 1.490 5.181 -2.377
H -0.096 4.429 -2.382
H 1.496 -0.750 -4.505
H 2.745 -2.561 -5.351
H 3.109 -3.777 -4.127
H 4.372 -2.684 -4.677
H 4.343 -2.578 -1.934
H 3.728 -1.097 -0.104
H 4.180 1.593 -0.627
H 5.729 2.564 0.976
H 6.404 2.738 3.432
H 5.152 2.661 4.673
H 5.269 4.069 3.622
H 2.913 1.935 4.096
H -0.030 -0.713 4.522
H 2.432 -1.750 3.021
H 0.761 -2.295 2.782
H 1.598 -2.632 4.298
H 2.955 -0.130 4.898
H 1.889 -0.965 6.017
H 1.675 0.759 5.740
H -1.264 1.850 3.218
H 1.021 2.844 4.991
H -0.275 1.740 5.492
H -0.650 3.391 5.016
H 1.079 3.691 2.568
H -0.645 4.093 2.563
H 0.026 2.999 1.343
C -5.206 -2.731 -1.065
C -5.363 -2.560 0.437
N -4.332 -1.704 1.031
C -4.315 -0.419 1.393
S -2.946 0.136 2.271
N -5.270 0.469 1.106
C -6.563 0.327 0.439
C -7.701 0.030 1.403
H -5.960 -3.424 -1.440
H -4.223 -3.141 -1.303
H -5.309 -1.783 -1.591
H -5.269 -3.525 0.935
H -6.346 -2.181 0.697
H -3.490 -2.181 1.317
H -5.100 1.358 1.552
H -6.480 -0.423 -0.344
H -6.743 1.273 -0.072
H -7.557 -0.921 1.916
H -8.649 -0.008 0.866
H -7.774 0.809 2.163
O -0.753 1.547 -2.090
N -1.044 2.501 -1.162
C -2.267 2.400 -0.792
C -3.183 1.435 -1.346
N -3.905 0.677 -1.814
C -2.771 3.311 0.197
N -3.230 4.001 0.990
O -1.539 -4.988 1.899
C -0.734 -5.420 0.910
C -0.643 -6.797 0.706
C 0.172 -7.297 -0.288
C 0.915 -6.444 -1.107
C 0.823 -5.084 -0.912
C 0.003 -4.552 0.089
C -0.067 -3.087 0.246
O 0.560 -2.319 -0.514
O -0.801 -2.592 1.187
H -1.458 -4.013 1.931
H -1.219 -7.451 1.347
H 0.234 -8.369 -0.432
H 1.553 -6.848 -1.881
H 1.379 -4.388 -1.527

58
Properties=species:S:1:pos:R:3 method="wB97M-V/def2-TZVPD" molar_mass_g_mol=556.42 total_charge=+1 e_tot_ev=-56510.0023
C -5.735 -0.888 2.003
C -4.933 0.071 1.100
O -3.549 -0.123 1.379
C -2.719 0.122 0.262
C -2.641 1.623 -0.119
C -1.300 2.279 0.264
N -1.159 2.267 1.772
C -0.306 1.177 2.299
S -0.107 1.532 4.081
O 1.133 2.161 4.343
O -1.223 2.348 4.424
F -0.216 0.190 4.830
C 1.029 1.209 1.528
C 2.150 0.347 2.149
C 1.708 -0.993 2.773
O 2.041 -1.250 3.894
I 0.538 -2.463 1.705
N 0.700 0.710 0.173
C -0.071 1.761 -0.527
C -0.460 1.194 -1.909
C 0.785 0.789 -2.773
C 0.951 -0.733 -2.721
O 0.414 -1.393 -3.583
N 1.719 -1.331 -1.631
C 2.858 -2.001 -2.250
C 4.059 -1.341 -2.267
C 5.148 -1.930 -2.875
C 5.028 -3.162 -3.451
C 3.830 -3.844 -3.410
C 2.750 -3.257 -2.805
H -5.880 -1.828 1.467
H -6.690 -0.455 2.306
H -5.128 -1.056 2.898
H -5.244 1.097 1.357
H -5.198 -0.070 0.044
H -3.177 -0.401 -0.594
H -1.736 -0.341 0.401
H -3.391 2.157 0.488
H -2.914 1.832 -1.152
H -1.416 3.332 -0.019
H -0.808 3.165 2.116
H -2.103 2.152 2.164
H -0.799 0.203 2.209
H 1.367 2.256 1.410
H 2.877 0.101 1.362
H 2.697 0.943 2.882
H 1.616 0.595 -0.252
H 0.606 2.606 -0.749
H -1.111 0.318 -1.827
H -1.004 1.964 -2.468
H 0.591 1.073 -3.806
H 1.700 1.286 -2.422
H 1.128 -2.047 -1.215
H 4.170 -0.357 -1.819
H 6.093 -1.396 -2.884
H 5.860 -3.645 -3.954
H 3.695 -4.821 -3.859
H 1.777 -3.735 -2.736

89
Properties=species:S:1:pos:R:3 method="wB97M-V/def2-TZVPD" molar_mass_g_mol=666.63 e_above_lowest_kj_mol=73.6 total_charge=-1
C 3.652 -3.750 -0.646
C 3.073 -3.862 0.806
C 1.617 -3.338 0.945
C 0.525 -4.274 0.358
C 0.375 -4.256 -1.192
C 0.308 -2.822 -1.823
C -0.625 -2.857 -3.078
C -1.632 -1.653 -3.183
C -2.444 -1.385 -1.886
C -2.773 0.142 -1.626
Nb -0.960 1.423 -1.150
Br 1.309 2.708 -0.783
C -0.956 2.182 -3.315
C -1.547 3.617 -3.499
C -0.630 4.751 -2.944
C -0.953 0.431 0.894
C -0.028 1.091 1.979
C 1.367 0.334 1.927
C 2.474 1.324 2.358
C 3.943 0.857 2.104
C 4.228 0.245 0.704
C 4.758 1.269 -0.363
C 6.056 0.675 -1.009
C 5.748 -0.438 -2.050
N -2.199 3.042 -0.426
C -3.370 2.890 -0.614
S -4.801 3.025 -1.371
H 3.342 -4.637 -1.225
H 3.228 -2.842 -1.108
H 4.753 -3.680 -0.590
H 3.212 -4.883 1.204
H 3.704 -3.195 1.430
H 1.568 -2.309 0.554
H 1.420 -3.281 2.037
H -0.440 -4.074 0.856
H 0.804 -5.316 0.632
H 1.210 -4.798 -1.671
H -0.558 -4.807 -1.422
H 1.332 -2.560 -2.153
H 0.025 -2.044 -1.096
H 0.029 -2.800 -3.973
H -1.211 -3.789 -3.167
H -1.051 -0.781 -3.530
H -2.358 -1.942 -3.971
H -3.440 -1.858 -2.043
H -2.020 -1.851 -0.982
H -3.307 0.550 -2.507
H -3.502 0.115 -0.785
H 0.039 0.025 -1.759
H 0.111 2.159 -3.628
H -1.496 1.494 -3.995
H -2.593 3.722 -3.161
H -1.575 3.802 -4.599
H -0.557 4.728 -1.845
H 0.380 4.576 -3.354
H -1.010 5.754 -3.216
H -0.639 -0.628 0.749
H -1.984 0.400 1.304
H 0.090 2.181 1.886
H -0.468 0.851 2.972
H 1.283 -0.486 2.665
H 1.448 -0.031 0.893
H 2.371 1.438 3.461
H 2.346 2.343 1.956
H 4.293 0.191 2.916
H 4.579 1.766 2.182
H 5.027 -0.514 0.848
H 3.383 -0.299 0.252
H 4.025 1.285 -1.192
H 4.930 2.282 0.034
H 6.663 1.444 -1.520
H 6.709 0.210 -0.241
H 6.697 -0.633 -2.597
H 5.013 -0.135 -2.814
H 5.474 -1.403 -1.592
C -5.673 3.284 3.056
C -6.070 3.207 4.385
C -5.991 2.002 5.065
C -5.509 0.883 4.404
C -5.116 0.946 3.076
C -5.201 2.155 2.401
N -5.402 -0.389 5.130
O -5.775 -0.413 6.291
O -4.946 -1.346 4.534
H -5.730 4.228 2.528
H -6.439 4.089 4.893
H -6.302 1.948 6.099
H -4.744 0.071 2.560
H -4.896 2.221 1.365

53
Properties=species:S:1:pos:R:3 method="wB97M-V/def2-TZVPD" molar_mass_g_mol=458.28 s2=0.788 multiplicity=2 e_tot_ev=-131715.3933
V 0.256 0.131 -0.062
P 2.331 -0.453 -0.936
P -2.271 0.504 1.541
N -0.804 0.085 -1.439
H 0.330 -1.382 -0.029
C 2.938 -2.147 -1.051
H 3.917 -2.102 -1.547
H 2.232 -2.740 -1.650
H 3.035 -2.582 -0.045
C 3.698 0.489 -0.208
H 4.628 0.248 -0.737
H 3.796 0.253 0.858
H 3.484 1.562 -0.305
C 2.320 0.150 -2.648
H 3.335 0.016 -3.041
H 2.049 1.214 -2.675
H 1.602 -0.428 -3.243
C -3.253 -0.924 1.988
H -4.257 -0.645 2.332
H -2.743 -1.502 2.769
H -3.362 -1.543 1.084
C -2.312 1.903 2.669
H -3.366 2.132 2.911
H -1.904 2.806 2.196
H -1.772 1.686 3.590
C -3.209 1.247 0.133
H -4.217 1.533 0.507
H -3.355 0.554 -0.700
H -2.744 2.164 -0.252
C -1.302 0.182 -2.690
C -2.146 -0.773 -4.778
C -1.664 -0.952 -3.490
C -1.369 1.485 -3.280
C -1.853 1.664 -4.559
C -2.257 0.538 -5.303
H -2.444 -1.647 -5.381
H -1.530 -1.953 -3.041
H -1.007 2.318 -2.652
H -1.917 2.689 -4.962
H -2.648 0.673 -6.300
C 1.511 -0.279 2.857
O 1.671 0.661 1.897
C 2.138 -1.681 2.669
H 2.164 -2.228 3.631
H 3.152 -1.642 2.242
H 1.463 -2.247 2.013
C 2.129 0.385 4.161
H 1.960 -0.104 5.109
H 1.851 1.453 4.253
H 3.220 0.372 4.004
Se -0.818 -0.618 4.469
C -0.045 -0.419 2.861
N -0.645 -0.108 1.644

26
Properties=species:S:1:pos:R:3 method="wB97M-V/def2-TZVPD" molar_mass_g_mol=170.19 e_above_lowest_kj_mol=201.8
C -0.370 0.723 -2.013
C 0.350 0.203 -1.053
C 1.385 -0.956 -0.906
C 0.768 -2.391 -1.221
C 1.615 -0.555 0.552
C 3.110 -0.177 0.740
C 0.680 0.637 0.393
O 0.753 1.977 0.932
P -0.375 1.188 1.800
C -1.991 1.795 1.002
C -3.255 1.362 1.716
H -0.905 1.659 -1.830
H -0.408 0.140 -2.940
H 2.251 -0.856 -1.502
H -0.288 -2.402 -0.748
H 1.524 -3.163 -0.994
H 0.620 -2.320 -2.326
H 1.370 -1.262 1.300
H 3.400 0.180 1.793
H 3.284 0.739 0.174
H 3.810 -0.998 0.379
H -1.886 2.833 0.740
H -2.036 1.172 0.099
H -4.081 1.588 1.167
H -3.325 0.269 1.563
H -3.543 1.678 2.798

10
Properties=species:S:1:pos:R:3 method="wB97M-V/def2-TZVPD" molar_mass_g_mol=219.86 e_above_lowest_kj_mol=171.5
C -0.540 0.440 0.281
C 0.939 0.331 0.304
O -1.005 -0.812 -0.996
O 1.438 -0.111 -0.864
Br -1.316 2.001 -0.441
Br 1.382 -1.173 1.683
H -1.191 0.118 1.086
H 1.337 1.251 0.700
H -1.613 -1.478 -0.542
H 0.568 -0.567 -1.212

76
Properties=species:S:1:pos:R:3 method="wB97M-V/def2-TZVPD" molar_mass_g_mol=806.72 e_above_lowest_kj_mol=0.0 s2=8.777 multiplicity=6 total_charge=+2
Ir -0.218 -0.221 0.304
C 2.504 -1.451 -1.869
C 2.859 -0.679 -0.641
C 4.084 -0.605 0.014
C 3.883 0.270 1.062
N 2.627 0.724 1.015
N 1.974 0.120 -0.016
B 1.812 1.712 1.900
N 0.939 0.853 2.866
C 1.036 0.691 4.186
C 0.006 -0.133 4.610
C -0.717 -0.442 3.465
C -1.928 -1.301 3.311
N -0.149 0.178 2.418
N 0.875 2.529 0.958
C 0.902 3.851 0.763
C -0.006 4.174 -0.226
C -0.584 2.971 -0.611
C -1.587 2.766 -1.698
N -0.046 1.975 0.120
N 2.644 2.684 2.693
C 3.966 3.021 2.709
C 4.139 3.985 3.658
C 2.851 4.205 4.196
C 2.448 5.178 5.262
N 1.955 3.427 3.615
H 3.361 -1.506 -2.538
H 2.205 -2.472 -1.628
H 1.677 -0.976 -2.396
H 4.999 -1.112 -0.247
H 4.566 0.578 1.833
H 1.818 1.175 4.749
H -0.205 -0.442 5.620
H -2.500 -1.314 4.236
H -2.568 -0.933 2.508
H -1.639 -2.330 3.078
H 1.555 4.486 1.338
H -0.216 5.154 -0.623
H -1.743 3.704 -2.225
H -1.227 2.028 -2.419
H -2.545 2.430 -1.307
H 4.681 2.600 2.025
H 5.057 4.483 3.926
H 3.319 5.677 5.681
H 1.778 5.936 4.858
H 1.914 4.672 6.066
C -3.637 -3.140 -0.091
N -3.314 -2.514 -1.371
C -3.427 -3.099 -2.624
C -3.012 -2.190 -3.528
N -2.657 -1.066 -2.807
C -2.844 -1.266 -1.495
S -2.632 -0.133 -0.221
H -3.967 -4.157 -0.277
H -4.429 -2.589 0.409
H -2.756 -3.144 0.549
H -3.821 -4.092 -2.764
H -2.950 -2.239 -4.602
H -2.317 -0.200 -3.192
O 0.435 -2.349 1.242
C 0.139 -2.918 0.172
O -0.292 -2.297 -0.836
C 0.321 -4.415 0.098
C 0.843 -5.084 1.261
C 1.044 -6.437 1.310
C 0.702 -7.122 0.152
O 0.779 -8.406 -0.088
C 0.296 -8.645 -1.418
O -0.051 -7.351 -1.939
C 0.186 -6.458 -1.008
C -0.008 -5.083 -1.054
H 1.088 -4.467 2.117
H 1.452 -6.943 2.175
H -0.589 -9.274 -1.380
H 1.081 -9.091 -2.022
H -0.374 -4.563 -1.929